[1]
{
  "formula": "C45H114N6O9S3",
  "method": "the ωB97M-V functional and the def2-TZVPD basis",
  "smiles": "CCOS(C)(=O)=O.CCOS(C)(=O)=O.CCOS(C)(=O)=O.CCN(CC)CC.CCN(CC)CC.CCN(CC)CC.CCN(CC)CC.CCN(CC)CC.CCN(CC)CC",
  "e_homo_ev": -8.0819,
  "total_charge": 0,
  "symbols": ["C", "C", "O", "S", "C", "O", "O", "H", "H", "H", "H", "H", "H", "H", "H", "C", "C", "O", "S", "C", "O", "O", "H", "H", "H", "H", "H", "H", "H", "H", "C", "C", "O", "S", "C", "O", "O", "H", "H", "H", "H", "H", "H", "H", "H", "C", "C", "N", "C", "C", "C", "C", "H", "H", "H", "H", "H", "H", "H", "H", "H", "H", "H", "H", "H", "H", "H", "C", "C", "N", "C", "C", "C", "C", "H", "H", "H", "H", "H", "H", "H", "H", "H", "H", "H", "H", "H", "H", "H", "C", "C", "N", "C", "C", "C", "C", "H", "H", "H", "H", "H", "H", "H", "H", "H", "H", "H", "H", "H", "H", "H", "C", "C", "N", "C", "C", "C", "C", "H", "H", "H", "H", "H", "H", "H", "H", "H", "H", "H", "H", "H", "H", "H", "C", "C", "N", "C", "C", "C", "C", "H", "H", "H", "H", "H", "H", "H", "H", "H", "H", "H", "H", "H", "H", "H", "C", "C", "N", "C", "C", "C", "C", "H", "H", "H", "H", "H", "H", "H", "H", "H", "H", "H", "H", "H", "H", "H"],
  "xyz": [[0.93, -1.16, 1.03], [0.33, 0.05, 1.73], [-1.02, -0.22, 2.03], [-2.01, 1.11, 2.24], [-2.61, 1.17, 0.51], [-3.08, 0.63, 3.13], [-1.25, 2.28, 2.61], [0.71, -1.19, -0.03], [0.65, -2.07, 1.56], [2.02, -1.14, 1.09], [1.00, 0.31, 2.55], [0.36, 0.85, 0.98], [-3.56, 1.69, 0.43], [-2.83, 0.16, 0.16], [-2.02, 1.70, -0.25], [-5.77, -4.12, 6.40], [-5.55, -2.74, 7.05], [-4.45, -2.82, 7.93], [-3.05, -1.99, 7.56], [-3.62, -0.26, 7.57], [-2.19, -2.10, 8.75], [-2.70, -2.46, 6.29], [-5.98, -4.76, 7.26], [-4.86, -4.39, 5.87], [-6.67, -4.14, 5.79], [-5.30, -1.94, 6.35], [-6.52, -2.52, 7.49], [-4.48, 0.04, 6.98], [-2.73, 0.25, 7.21], [-3.81, -0.01, 8.61], [9.46, -7.90, -0.63], [8.41, -8.28, 0.41], [7.67, -7.11, 0.45], [6.71, -6.74, 1.78], [8.10, -6.29, 2.98], [6.07, -5.44, 1.59], [5.96, -7.92, 2.19], [10.05, -7.09, -0.20], [8.99, -7.51, -1.53], [10.19, -8.67, -0.89], [7.81, -9.10, 0.04], [8.89, -8.65, 1.32], [7.59, -5.92, 3.87], [8.76, -5.55, 2.54], [8.64, -7.20, 3.25], [5.25, 3.45, 2.91], [4.84, 4.67, 2.06], [5.60, 4.67, 0.81], [5.06, 3.69, -0.12], [5.68, 3.60, -1.46], [5.51, 6.03, 0.22], [6.68, 7.01, 0.68], [6.33, 3.41, 3.08], [4.94, 2.55, 2.39], [4.80, 3.66, 3.88], [3.80, 4.44, 1.86], [5.01, 5.51, 2.74], [5.05, 2.77, 0.46], [4.02, 3.90, -0.36], [5.95, 2.62, -1.87], [5.18, 4.28, -2.16], [6.63, 4.13, -1.37], [4.66, 6.62, 0.56], [5.51, 6.20, -0.86], [6.57, 7.22, 1.75], [6.63, 7.92, 0.09], [7.69, 6.63, 0.59], [-3.05, -1.82, -3.45], [-2.77, -1.15, -4.79], [-2.71, 0.37, -4.49], [-3.95, 0.96, -4.81], [-5.13, 0.59, -3.90], [-1.68, 0.99, -5.28], [-0.22, 0.78, -4.83], [-2.30, -1.43, -2.76], [-2.90, -2.89, -3.56], [-4.02, -1.59, -3.01], [-1.80, -1.47, -5.17], [-3.36, -1.44, -5.66], [-3.77, 2.03, -4.94], [-4.18, 0.67, -5.83], [-6.00, 1.24, -3.95], [-5.38, -0.44, -4.16], [-4.66, 0.59, -2.91], [-1.85, 2.06, -5.42], [-1.77, 0.54, -6.26], [-0.10, 1.35, -3.91], [0.43, 1.22, -5.58], [0.01, -0.27, -4.63], [1.13, -6.63, -1.00], [1.89, -7.20, -2.21], [1.64, -6.63, -3.51], [0.36, -7.18, -3.89], [-0.08, -6.75, -5.29], [1.95, -5.15, -3.77], [3.32, -4.65, -3.35], [1.00, -7.12, -0.04], [0.14, -6.25, -1.26], [1.69, -5.72, -0.82], [2.96, -7.19, -1.98], [1.69, -8.27, -2.23], [0.43, -8.27, -4.01], [-0.43, -6.86, -3.22], [0.67, -7.02, -6.04], [-1.04, -7.24, -5.42], [-0.07, -5.66, -5.30], [1.23, -4.59, -3.17], [1.81, -5.05, -4.84], [4.20, -5.09, -3.83], [3.50, -4.65, -2.28], [3.36, -3.61, -3.68], [1.38, 6.51, -5.26], [0.44, 7.60, -4.99], [0.20, 7.78, -3.60], [-0.54, 9.07, -3.38], [0.27, 10.27, -3.88], [-0.41, 6.70, -2.92], [-0.71, 6.89, -1.40], [1.74, 6.69, -6.28], [0.91, 5.53, -5.35], [2.19, 6.49, -4.53], [1.12, 8.41, -5.26], [-0.50, 7.65, -5.54], [-0.75, 9.27, -2.33], [-1.58, 9.04, -3.69], [1.29, 10.20, -3.53], [-0.08, 11.27, -3.63], [0.27, 10.52, -4.94], [-1.26, 6.37, -3.51], [0.20, 5.81, -3.07], [0.24, 6.99, -0.87], [-1.48, 7.65, -1.26], [-1.22, 6.02, -0.99], [-7.03, 9.29, -4.27], [-7.80, 9.39, -2.85], [-8.55, 8.19, -2.54], [-9.17, 8.32, -1.19], [-10.22, 9.48, -0.93], [-7.82, 6.88, -2.66], [-6.50, 6.81, -1.89], [-6.58, 10.27, -4.46], [-7.77, 9.25, -5.06], [-6.22, 8.56, -4.33], [-7.10, 9.82, -2.13], [-8.43, 10.27, -2.95], [-9.64, 7.34, -1.11], [-8.51, 8.47, -0.34], [-10.52, 9.23, 0.08], [-9.92, 10.53, -0.89], [-11.10, 9.54, -1.56], [-7.72, 6.71, -3.74], [-8.46, 6.08, -2.28], [-5.74, 7.58, -1.96], [-5.91, 6.00, -2.32], [-6.67, 6.58, -0.84], [1.85, -11.09, 6.99], [2.37, -9.65, 7.14], [1.44, -8.58, 6.86], [1.25, -8.55, 5.43], [0.20, -7.54, 4.95], [2.04, -7.34, 7.40], [3.29, -6.81, 6.64], [2.60, -11.78, 7.38], [1.43, -11.41, 6.04], [0.96, -11.41, 7.53], [2.56, -9.64, 8.22], [3.39, -9.62, 6.77], [2.19, -8.49, 4.88], [0.95, -9.56, 5.14], [0.67, -6.66, 4.52], [-0.36, -7.93, 4.10], [-0.40, -7.25, 5.82], [2.21, -7.50, 8.47], [1.32, -6.52, 7.42], [3.14, -6.64, 5.58], [4.17, -7.44, 6.69], [3.63, -5.83, 6.95]],
  "lowdin_charge": [-0.0697, -0.3135, -0.2624, 0.6777, -0.1130, -0.3030, -0.2876, 0.0744, 0.0835, 0.0778, 0.1233, 0.1099, 0.0634, 0.0663, 0.0689, -0.0583, -0.3060, -0.2686, 0.6377, -0.1074, -0.2961, -0.2491, 0.0782, 0.0766, 0.0755, 0.0957, 0.1167, 0.0667, 0.0685, 0.0695, -0.0662, -0.3264, -0.2791, 0.6972, -0.0912, -0.3051, -0.2891, 0.0765, 0.0836, 0.0793, 0.1205, 0.1182, 0.0609, 0.0673, 0.0509, -0.0931, -0.2589, -0.1647, -0.2937, -0.0959, -0.2413, -0.0878, 0.0739, 0.0550, 0.0705, 0.1098, 0.1151, 0.1003, 0.1111, 0.0790, 0.0697, 0.0739, 0.1008, 0.0999, 0.0534, 0.0623, 0.0612, -0.0913, -0.2084, -0.1895, -0.3160, -0.0649, -0.2885, -0.0735, 0.0705, 0.0707, 0.0524, 0.0954, 0.1146, 0.1076, 0.1073, 0.0731, 0.0621, 0.0640, 0.1107, 0.1090, 0.0648, 0.0709, 0.0621, -0.0828, -0.2920, -0.1737, -0.2883, -0.0965, -0.2046, -0.0960, 0.0721, 0.0578, 0.0549, 0.1072, 0.1034, 0.1159, 0.1046, 0.0760, 0.0745, 0.0506, 0.1082, 0.0994, 0.0747, 0.0666, 0.0697, -0.1061, -0.3096, -0.2062, -0.2273, -0.1060, -0.2779, -0.0630, 0.0772, 0.0668, 0.0926, 0.1059, 0.1311, 0.0924, 0.1115, 0.0813, 0.0648, 0.0625, 0.1094, 0.1016, 0.0788, 0.0580, 0.0627, -0.0734, -0.2616, -0.1836, -0.2426, -0.0884, -0.2213, -0.0986, 0.0563, 0.0653, 0.0548, 0.1007, 0.0984, 0.1034, 0.1024, 0.0613, 0.0586, 0.0637, 0.1009, 0.1046, 0.0652, 0.0650, 0.0686, -0.0992, -0.2861, -0.1718, -0.2841, -0.0663, -0.2204, -0.0876, 0.0702, 0.0555, 0.0686, 0.1082, 0.1100, 0.1075, 0.0964, 0.0623, 0.0654, 0.0754, 0.1077, 0.1038, 0.0592, 0.0603, 0.0664]
}



[2]
{
  "formula": "C18H45N9O9",
  "method": "the ωB97M-V functional and the def2-TZVPD basis",
  "smiles": "CC(N)=O.CC(N)=O.CC(N)=O.CC(N)=O.CC(N)=O.CC(N)=O.CC(N)=O.CC(N)=O.CC(N)=O",
  "e_homo_ev": -8.6481,
  "total_charge": 0,
  "symbols": ["C", "C", "N", "O", "H", "H", "H", "H", "H", "C", "C", "N", "O", "H", "H", "H", "H", "H", "C", "C", "N", "O", "H", "H", "H", "H", "H", "C", "C", "N", "O", "H", "H", "H", "H", "H", "C", "C", "N", "O", "H", "H", "H", "H", "H", "C", "C", "N", "O", "H", "H", "H", "H", "H", "C", "C", "N", "O", "H", "H", "H", "H", "H", "C", "C", "N", "O", "H", "H", "H", "H", "H", "C", "C", "N", "O", "H", "H", "H", "H", "H"],
  "xyz": [[3.95, -3.00, 3.56], [3.28, -1.79, 2.96], [2.83, -0.85, 3.74], [2.97, -1.82, 1.78], [3.74, -3.18, 4.62], [5.00, -3.03, 3.29], [3.58, -3.90, 3.08], [2.25, -0.21, 3.22], [2.86, -0.83, 4.75], [1.66, -4.53, 0.24], [2.56, -5.77, 0.10], [3.12, -5.98, -1.05], [2.89, -6.40, 1.11], [0.60, -4.68, 0.02], [1.99, -3.67, -0.35], [1.78, -4.17, 1.26], [3.77, -6.76, -1.09], [2.85, -5.47, -1.88], [-1.56, 3.56, -1.62], [-0.07, 3.59, -1.68], [0.61, 2.69, -1.05], [0.53, 4.44, -2.33], [-1.85, 2.50, -1.66], [-1.78, 4.05, -2.57], [-2.08, 3.95, -0.75], [0.17, 1.87, -0.67], [1.57, 2.88, -0.79], [-1.53, 3.69, 2.07], [-2.65, 2.70, 1.94], [-2.57, 1.54, 2.54], [-3.65, 2.93, 1.29], [-0.92, 3.61, 1.17], [-1.01, 3.47, 3.00], [-1.94, 4.70, 2.07], [-1.62, 1.31, 2.81], [-3.30, 0.88, 2.32], [2.40, 2.76, 3.86], [1.30, 1.78, 4.36], [1.30, 1.51, 5.67], [0.40, 1.40, 3.69], [2.89, 2.15, 3.10], [3.11, 2.91, 4.67], [1.82, 3.58, 3.44], [0.48, 1.02, 6.00], [2.11, 1.74, 6.22], [-2.00, -1.60, -3.01], [-1.07, -2.78, -2.80], [0.12, -2.76, -3.27], [-1.49, -3.80, -2.38], [-2.86, -1.98, -3.57], [-1.67, -0.75, -3.61], [-2.29, -1.24, -2.02], [0.34, -1.97, -3.85], [0.78, -3.53, -3.21], [2.48, 1.69, -4.40], [1.20, 0.95, -4.45], [0.40, 1.26, -5.42], [0.95, 0.02, -3.74], [2.60, 2.14, -5.38], [3.14, 0.83, -4.21], [2.31, 2.44, -3.63], [-0.50, 0.80, -5.48], [0.43, 2.15, -5.89], [-6.24, 1.31, -1.42], [-4.99, 0.44, -1.33], [-3.95, 1.08, -0.85], [-4.93, -0.75, -1.76], [-6.37, 1.76, -0.44], [-7.14, 0.77, -1.71], [-6.05, 2.00, -2.24], [-3.10, 0.53, -0.78], [-3.97, 1.93, -0.31], [-0.56, -1.37, 1.39], [-0.26, -0.48, 0.22], [0.91, -0.60, -0.41], [-0.94, 0.39, -0.23], [-1.53, -1.86, 1.28], [-0.51, -0.79, 2.31], [0.27, -2.08, 1.45], [1.09, -0.14, -1.30], [1.61, -1.21, 0.00]],
  "lowdin_charge": [0.0086, -0.6133, 0.1910, 0.0163, 0.0786, 0.0895, 0.0776, 0.0887, 0.1162, -0.0052, -0.6105, 0.1668, 0.0023, 0.0831, 0.0612, 0.0544, 0.1249, 0.1129, 0.0121, -0.6607, 0.1820, 0.0091, 0.0629, 0.0901, 0.0741, 0.0503, 0.1259, 0.0160, -0.6264, 0.1980, -0.0028, 0.0682, 0.0655, 0.0950, 0.0639, 0.1293, 0.0318, -0.6527, 0.1712, 0.0244, 0.0765, 0.0746, 0.0898, 0.1259, 0.1097, 0.0116, -0.6943, 0.1737, 0.0556, 0.0889, 0.0568, 0.0551, 0.0693, 0.1143, 0.0196, -0.6790, 0.1853, 0.0279, 0.0837, 0.0982, 0.0826, 0.1207, 0.1208, -0.0102, -0.5699, 0.1733, -0.0273, 0.0790, 0.0767, 0.0819, 0.0685, 0.0605, 0.0377, -0.5899, 0.2023, -0.0044, 0.1011, 0.0649, 0.0578, 0.0924, 0.0684]
}



[3]
{
  "formula": "C34H60O23SSi2",
  "method": "the ωB97M-V functional and the def2-TZVPD basis",
  "e_homo_ev": -8.3547,
  "total_charge": 0,
  "symbols": ["C", "C", "S", "C", "Si", "O", "Si", "C", "C", "C", "O", "H", "H", "H", "H", "H", "H", "H", "H", "H", "H", "H", "H", "H", "H", "H", "H", "H", "H", "C", "C", "C", "O", "C", "O", "O", "H", "H", "H", "H", "H", "H", "C", "C", "C", "O", "C", "O", "O", "H", "H", "H", "H", "H", "H", "C", "C", "C", "O", "C", "O", "O", "H", "H", "H", "H", "H", "H", "C", "C", "C", "O", "C", "O", "O", "H", "H", "H", "H", "H", "H", "C", "C", "C", "O", "C", "O", "O", "H", "H", "H", "H", "H", "H", "C", "C", "C", "O", "C", "O", "O", "H", "H", "H", "H", "H", "H", "C", "C", "C", "O", "C", "O", "O", "H", "H", "H", "H", "H", "H"],
  "xyz": [[4.22, 4.33, -1.70], [3.68, 5.57, -0.99], [3.37, 6.96, -2.11], [1.61, 6.71, -2.57], [0.52, 8.04, -1.82], [-1.08, 7.73, -2.23], [-2.25, 7.85, -1.03], [-3.50, 6.51, -1.41], [-2.82, 5.13, -1.48], [-3.63, 4.22, -2.41], [-2.79, 4.63, -0.16], [4.51, 3.60, -0.94], [5.13, 4.56, -2.25], [3.49, 3.89, -2.37], [2.75, 5.32, -0.49], [4.42, 5.89, -0.26], [1.55, 6.66, -3.65], [1.33, 5.74, -2.17], [0.72, 8.12, -0.35], [0.89, 9.37, -2.35], [-1.67, 7.71, 0.32], [-2.93, 9.17, -1.08], [-3.92, 6.71, -2.40], [-4.31, 6.42, -0.69], [-1.81, 5.22, -1.89], [-3.25, 3.20, -2.43], [-3.64, 4.67, -3.40], [-4.66, 4.24, -2.06], [-2.39, 3.75, -0.17], [-0.24, -1.02, -3.58], [-1.12, -0.79, -2.39], [-2.54, -0.40, -2.71], [-2.91, 0.34, -1.52], [-1.78, 0.88, -1.03], [-1.76, 1.71, -0.16], [-0.69, 0.37, -1.63], [0.81, -1.06, -3.26], [-0.49, -1.97, -4.06], [-0.34, -0.22, -4.32], [-1.09, -1.65, -1.72], [-3.19, -1.26, -2.85], [-2.62, 0.27, -3.57], [-1.57, 2.36, 2.74], [-0.64, 2.21, 3.91], [0.74, 2.78, 3.72], [1.53, 1.97, 4.61], [0.92, 0.77, 4.69], [1.41, -0.21, 5.15], [-0.32, 0.82, 4.14], [-2.45, 1.72, 2.87], [-1.91, 3.40, 2.65], [-1.09, 2.07, 1.81], [-1.09, 2.60, 4.83], [0.82, 3.83, 3.99], [1.12, 2.64, 2.70], [2.00, -3.01, 1.30], [2.53, -3.20, -0.10], [4.02, -3.06, -0.26], [4.14, -2.65, -1.63], [3.00, -1.99, -1.95], [2.83, -1.37, -2.95], [2.07, -2.15, -0.98], [0.92, -2.87, 1.29], [2.24, -3.88, 1.91], [2.43, -2.12, 1.77], [2.18, -4.15, -0.51], [4.56, -3.98, -0.09], [4.44, -2.27, 0.37], [-4.82, -3.67, 1.07], [-4.59, -4.32, -0.27], [-3.65, -5.50, -0.27], [-3.15, -5.49, -1.61], [-3.20, -4.21, -2.04], [-2.68, -3.81, -3.03], [-3.90, -3.44, -1.18], [-5.29, -2.69, 0.95], [-5.46, -4.29, 1.70], [-3.87, -3.51, 1.59], [-5.55, -4.58, -0.73], [-4.15, -6.45, -0.05], [-2.81, -5.37, 0.42], [-0.32, -2.56, 8.10], [-0.09, -3.88, 7.41], [0.86, -3.83, 6.23], [0.40, -4.94, 5.44], [-0.92, -5.10, 5.70], [-1.64, -5.80, 5.06], [-1.29, -4.36, 6.76], [-1.19, -2.62, 8.76], [0.55, -2.28, 8.69], [-0.52, -1.77, 7.37], [0.22, -4.64, 8.13], [1.90, -3.95, 6.51], [0.75, -2.92, 5.63], [0.20, -7.60, 3.53], [0.57, -7.95, 2.11], [1.59, -9.05, 1.94], [2.18, -8.72, 0.67], [2.07, -7.38, 0.52], [2.61, -6.74, -0.33], [1.25, -6.86, 1.46], [-0.33, -6.65, 3.56], [-0.44, -8.37, 3.97], [1.09, -7.49, 4.14], [-0.33, -8.17, 1.52], [1.16, -10.05, 1.92], [2.37, -9.01, 2.70], [3.27, 2.67, -6.61], [2.76, 3.98, -6.04], [1.34, 3.96, -5.55], [0.96, 5.33, -5.68], [1.70, 5.86, -6.69], [1.51, 6.92, -7.18], [2.68, 5.00, -7.06], [4.19, 2.83, -7.16], [3.46, 1.96, -5.81], [2.54, 2.24, -7.30], [3.44, 4.34, -5.26], [1.24, 3.63, -4.51], [0.68, 3.36, -6.18]],
  "lowdin_charge": [-0.1708, -0.5546, 0.7767, -0.6081, 0.4651, -0.4306, 0.5314, -0.2505, -0.5155, -0.0404, -0.0525, 0.0687, 0.0644, 0.0557, 0.0651, 0.0627, 0.0100, 0.0309, -0.0237, -0.0201, -0.0251, -0.0320, 0.0773, 0.0867, 0.1194, 0.0628, 0.0799, 0.0870, 0.0544, -0.0021, -0.3149, -0.0796, 0.0726, -0.5506, 0.1143, 0.1028, 0.0532, 0.0962, 0.0893, 0.1545, 0.1226, 0.1404, -0.0185, -0.3204, -0.0850, 0.0652, -0.5740, 0.1410, 0.0843, 0.0958, 0.0970, 0.0589, 0.1577, 0.1404, 0.1411, -0.0104, -0.3186, -0.0817, 0.0738, -0.5548, 0.1428, 0.0793, 0.0870, 0.0869, 0.0870, 0.1457, 0.1403, 0.1383, -0.0158, -0.3240, -0.0877, 0.0710, -0.5606, 0.1598, 0.0749, 0.0905, 0.0922, 0.0894, 0.1600, 0.1403, 0.1385, -0.0141, -0.3183, -0.0800, 0.0501, -0.5608, 0.1406, 0.0927, 0.0885, 0.0931, 0.0870, 0.1579, 0.1423, 0.1311, -0.0196, -0.3200, -0.0897, 0.0660, -0.5615, 0.1583, 0.0749, 0.0591, 0.0992, 0.0928, 0.1581, 0.1396, 0.1389, -0.0160, -0.3290, -0.0935, 0.0383, -0.5614, 0.1724, 0.0862, 0.0892, 0.0909, 0.0887, 0.1545, 0.1344, 0.1383]
}



no.,orbital gap (eV)
1,8.2
2,8.6
3,8.5